1.
Molecular formula: C4H7NS
Method: DFT, ωB97M-V/def2-TZVPD

## Properties
HOMO energy (alpha / beta): -8.44 / -8.23 eV
frontier orbital gap (alpha / beta): 6.818 / 6.636 eV
total energy: -16582.3287 eV
net charge: 0

The geometry in XYZ format:
```
13
Properties=species:S:1:pos:R:3:forces:R:3:lowdin_charge:R:1
C -0.09663 2.01815 0.30545 0.708 -0.505 0.158 0.069
C 0.74782 1.13490 -0.25063 0.123 1.143 0.693 -0.375
N 1.49516 0.26123 0.45252 1.618 -0.832 1.266 -0.548
S 2.83138 -0.52499 0.13100 -1.133 1.018 -0.215 0.674
H -0.66036 2.55543 -0.42620 -0.325 0.784 0.132 0.055
H -0.11837 2.23791 1.37135 -0.459 -0.348 -0.242 0.075
H 0.93651 1.29718 -1.26835 0.062 -0.540 -1.805 0.086
C -0.37992 -1.54790 0.44215 -0.496 -1.669 -3.055 -0.126
C -1.43331 -1.44420 -0.38987 -0.134 1.244 1.490 -0.080
H -0.17267 -1.32132 1.45089 -0.333 0.195 0.918 0.040
H 0.41650 -2.02936 -0.18093 -0.141 0.487 1.465 0.041
H -1.12481 -1.66003 -1.37964 -0.561 -0.444 -1.070 0.026
H -2.44130 -0.97702 -0.25775 1.071 -0.533 0.264 0.063
```
Forces are in eV/Å.



2.
Molecular formula: C9H14O
Method: DFT, ωB97M-V/def2-TZVPD

## Properties
2S+1: 2
HOMO energy (alpha / beta): 1.10 / -3.04 eV
frontier orbital gap (alpha / beta): 2.559 / 6.605 eV
<S²>: 0.7601
total energy: -11604.4120 eV
net charge: -1

The geometry in XYZ format:
```
24
Properties=species:S:1:pos:R:3:forces:R:3:lowdin_charge:R:1
C -1.31631 -2.15448 0.10176 -0.382 -2.496 -0.810 -0.147
C -0.98041 -3.37302 -0.76454 1.242 -3.190 -1.045 -0.209
H -2.13434 -2.53160 0.72941 -0.162 1.309 -0.128 0.067
H -0.43625 -2.06372 0.66659 0.862 0.576 1.283 0.032
H -1.36402 -1.27753 -0.48652 -0.844 1.093 -0.238 0.054
H -1.15829 -3.56094 -1.87899 -0.220 1.290 1.328 0.070
H -1.34806 -4.35814 -0.35246 -0.282 1.032 0.000 0.052
H 0.09886 -3.60612 -0.65791 -0.197 0.465 -0.388 0.048
C 1.23034 0.33675 2.33271 -0.961 1.259 -0.466 -0.106
C 0.16167 2.27202 -1.51321 0.108 -3.242 6.142 -0.480
C -0.45061 2.57041 -0.31041 -1.735 2.250 -0.380 -0.138
C 0.95386 1.06334 -1.39875 0.224 0.858 -3.370 -0.138
C -0.14888 2.00748 0.97206 -0.506 -0.483 0.391 -0.170
C 1.26591 0.45830 -0.18860 0.661 -1.400 1.584 -0.180
C 0.68749 0.89245 1.00939 2.130 -1.097 -0.282 -0.393
O 0.04714 2.92123 -2.61232 -1.834 4.231 -4.551 0.005
H -1.28058 3.33546 -0.23247 1.027 -0.318 -0.619 0.084
H -0.53605 3.79288 -2.60512 1.742 -3.012 0.753 0.170
H 1.35639 0.58638 -2.30157 -0.092 0.466 0.092 0.057
H -0.73636 2.30324 1.84911 0.237 -0.044 -0.305 0.055
H 2.04212 -0.40482 -0.27925 -1.420 1.475 0.668 0.111
H 1.35031 1.25287 2.96178 0.112 -0.847 0.035 0.059
H 2.20060 -0.12562 2.15556 -0.113 -0.216 0.226 0.048
H 0.49547 -0.33682 2.80376 0.404 0.041 0.082 0.050
```
Forces are in eV/Å.



3.
Molecular formula: C4H11N2
Method: DFT, ωB97M-V/def2-TZVPD

## Properties
HOMO energy: -14.41 eV
frontier orbital gap: 10.982 eV
total energy: -7299.6331 eV
net charge: +1

The geometry in XYZ format:
```
17
Properties=species:S:1:pos:R:3:forces:R:3:lowdin_charge:R:1
C 1.23926 1.82304 0.21692 -0.719 0.495 0.382 -0.073
C 0.68395 0.91104 -0.86869 0.288 -0.796 -0.740 -0.199
C -0.13151 -0.22387 -0.33424 -0.572 0.001 -0.325 -0.240
N -1.58914 0.06478 -0.15252 0.464 0.126 1.145 0.237
C 0.21612 -1.45867 -0.00770 0.708 0.345 0.487 -0.105
N -0.63709 -2.26032 0.80153 -0.100 -0.244 -0.165 0.036
H 0.45449 2.07211 0.93630 -0.031 -0.058 0.165 0.073
H 2.03996 1.34623 0.77333 0.109 -0.014 -0.063 0.086
H 1.55430 2.79950 -0.15385 0.242 -0.287 -0.236 0.088
H 1.51391 0.43915 -1.40629 -0.064 0.196 -0.059 0.127
H 0.08723 1.42869 -1.62849 0.160 0.203 0.149 0.123
H -2.10058 -0.00388 -1.03085 -0.062 0.189 -0.027 0.180
H -1.72617 0.97018 0.29970 -0.161 0.163 -0.342 0.171
H -1.93281 -0.64580 0.51472 -0.060 -0.323 -0.301 0.149
H 1.23912 -1.75603 -0.22855 -0.053 -0.123 0.063 0.138
H -0.64353 -3.23531 0.51984 -0.080 0.045 -0.172 0.102
H -0.26750 -2.27085 1.74885 -0.069 0.082 0.039 0.108
```
Forces are in eV/Å.



4.
Molecular formula: C11H15NO
Method: DFT, ωB97M-V/def2-TZVPD

## Properties
HOMO energy: -7.79 eV
frontier orbital gap: 8.604 eV
total energy: -15187.0555 eV
net charge: 0

The geometry in XYZ format:
```
28
Properties=species:S:1:pos:R:3:forces:R:3:lowdin_charge:R:1
C 2.88320 0.87755 1.33417 -0.076 0.890 -0.313 -0.047
C 1.48174 0.50924 0.97920 -1.218 -0.839 -0.523 -0.218
C 0.41742 1.35557 0.78755 2.206 0.885 -0.183 -0.084
N -0.75535 0.69217 0.62827 0.083 -0.386 -0.524 0.065
C -0.49035 -0.65261 0.67642 0.339 -0.855 1.178 -0.221
C -1.39596 -1.69021 0.99324 -0.348 0.367 -0.358 -0.031
C -0.92802 -2.79765 1.64650 -0.282 -0.335 -0.217 -0.100
C 0.43465 -2.93070 1.95515 0.893 -0.116 -0.648 -0.100
C 1.35224 -2.00294 1.52937 -0.187 -0.438 -0.774 -0.037
C 0.90320 -0.82642 0.88723 -0.303 1.016 1.413 -0.119
H 3.48886 0.03487 1.67034 -0.143 0.156 0.047 0.073
H 2.87202 1.69076 2.06756 0.056 -0.442 0.359 0.079
H 3.37509 1.36924 0.49560 0.236 -0.367 -0.315 0.075
H 0.59385 2.41954 0.66136 -0.816 -0.019 0.174 0.129
H -1.62528 1.09934 0.35749 -0.168 0.032 0.108 0.119
H -2.45307 -1.56657 0.76138 0.132 -0.098 0.152 0.107
H -1.59744 -3.62394 1.87013 -0.010 0.229 0.099 0.102
H 0.84463 -3.82168 2.40611 -0.332 -0.196 0.191 0.097
H 2.40732 -2.24600 1.58522 0.027 0.333 0.409 0.107
C -2.02470 1.62505 -2.16248 -0.551 0.070 0.048 -0.096
C -0.91311 1.45367 -3.17166 -0.052 0.284 -0.421 -0.315
O -0.01748 0.40381 -2.85229 -0.007 -0.282 -0.002 -0.073
H -2.84815 2.28426 -2.46063 0.262 -0.132 -0.502 0.081
H -1.71554 2.05252 -1.21281 0.339 -0.173 -0.042 0.045
H -2.44817 0.62454 -2.04573 -0.169 0.066 0.431 0.085
H -1.39501 1.21441 -4.13546 0.353 0.057 0.194 0.114
H -0.30654 2.35335 -3.30445 -0.224 0.172 -0.015 0.108
H -0.14004 0.09884 -1.94677 -0.039 0.120 0.033 0.054
```
Forces are in eV/Å.



5.
Molecular formula: C5H6N
Method: DFT, ωB97M-V/def2-TZVPD

## Properties
HOMO energy: -15.14 eV
frontier orbital gap: 10.173 eV
total energy: -6761.3109 eV
net charge: +1

The geometry in XYZ format:
```
12
Properties=species:S:1:pos:R:3:forces:R:3:lowdin_charge:R:1
C 1.38058 -0.96623 1.17011 0.738 -1.898 1.822 0.143
C 1.81243 -0.12762 0.46048 -0.074 2.367 -1.728 -0.079
C 1.56828 0.83931 -0.62125 1.007 -0.164 -1.038 -0.107
N 0.11742 0.84460 -0.70835 -0.520 -1.156 -0.186 0.227
C -0.85562 0.32719 -0.38629 1.297 1.959 -2.011 0.001
C -2.06983 -0.22253 -0.06307 -2.613 -1.085 0.660 0.041
H 1.35478 -1.76501 1.85649 -0.401 -0.439 0.415 0.055
H 1.78768 1.90428 -0.49414 0.749 -0.431 0.256 0.140
H 2.06083 0.42719 -1.57584 -1.103 0.932 1.119 0.176
H -1.89993 -0.52778 0.93997 -0.087 -0.307 1.560 0.112
H -2.29717 -1.18114 -0.54343 0.159 0.416 -0.536 0.139
H -2.95945 0.44775 -0.03469 0.847 -0.196 -0.332 0.153
```
Forces are in eV/Å.



6.
Molecular formula: C4H6NO
Method: DFT, ωB97M-V/def2-TZVPD

## Properties
HOMO energy: -15.72 eV
frontier orbital gap: 9.800 eV
total energy: -7771.2635 eV
net charge: +1

The geometry in XYZ format:
```
12
Properties=species:S:1:pos:R:3:forces:R:3:lowdin_charge:R:1
C -1.27132 -0.39734 -0.32834 -3.438 -1.523 -2.145 -0.011
N 0.04035 0.03778 -0.10220 1.749 0.751 0.601 -0.008
C 0.68971 1.14862 -0.31463 0.626 -3.430 1.972 0.205
C 2.06180 0.60827 0.20301 -2.746 -3.239 -0.610 -0.007
O 2.22952 -0.61681 -0.55260 -0.859 0.601 -0.255 0.051
C 1.26123 -0.67517 0.47067 2.630 1.865 -1.861 -0.069
H -1.97923 -0.52226 0.48302 0.459 1.312 1.221 0.109
H -1.78415 0.23449 -1.11565 0.730 -0.764 0.905 0.139
H -1.44426 -1.49836 -0.57804 1.504 1.212 -0.685 0.145
H 0.24370 2.04032 -0.53036 -0.832 2.390 -1.174 0.135
H 2.95574 0.94665 0.61248 0.922 1.217 0.823 0.142
H 1.37712 -1.58213 1.00412 -0.746 -0.393 1.207 0.171
```
Forces are in eV/Å.



7.
Molecular formula: C29H27F5N2O3
Method: DFT, ωB97M-V/def2-TZVPD

## Properties
HOMO energy: -5.29 eV
frontier orbital gap: 3.394 eV
total energy: -53217.4492 eV
net charge: 0

The geometry in XYZ format:
```
66
Properties=species:S:1:pos:R:3:forces:R:3:lowdin_charge:R:1
C -9.00038 -2.02959 1.52127 0.803 1.050 -0.029 -0.080
O -8.21284 -0.81226 1.49329 -1.649 -0.660 0.072 -0.126
C -6.86053 -0.89435 1.45323 1.779 -0.386 -0.057 -0.317
C -6.14354 0.33096 1.44187 -1.388 -1.051 0.016 -0.049
C -4.77889 0.34324 1.39679 1.312 -0.888 0.023 -0.054
C -3.98362 -0.86819 1.36094 -2.764 -0.459 0.074 -0.458
O -2.71376 -0.83739 1.37528 0.655 -0.487 -0.223 -0.187
C -4.76210 -2.09937 1.36204 1.451 1.046 0.022 -0.043
C -6.13577 -2.11393 1.42014 -1.316 1.004 0.000 -0.067
H -10.02970 -1.67260 1.56202 0.080 -0.183 -0.004 0.082
H -8.84032 -2.62552 0.61184 -0.002 0.095 0.188 0.088
H -8.77000 -2.62959 2.41281 -0.022 0.097 -0.185 0.087
H -6.71503 1.25675 1.47090 0.060 -0.129 -0.007 0.106
H -4.23957 1.28609 1.40976 -0.017 0.004 -0.055 0.094
H -4.21594 -3.03880 1.34063 0.021 0.104 0.002 0.092
H -6.67886 -3.06476 1.43787 0.267 0.329 -0.026 0.093
C 4.79408 2.50832 -2.30239 0.057 0.428 0.125 -0.005
N 3.75846 1.56016 -1.95702 -0.072 -0.653 -0.399 -0.030
C 3.52786 0.46039 -2.73207 0.140 0.381 -0.861 -0.364
O 4.06884 0.21463 -3.80756 -0.596 0.016 1.433 0.092
C 2.44199 -0.36685 -2.03332 -0.094 0.532 -0.940 -0.152
C 2.99673 -1.69501 -1.53850 0.127 -0.123 0.577 -0.045
C 3.50978 -2.51548 -2.68014 0.150 -0.487 -0.440 -0.088
C 4.87611 -2.67854 -2.91191 0.095 0.271 0.048 -0.138
F 5.76353 -2.11106 -2.05319 -0.509 -0.378 -0.566 0.095
C 5.36308 -3.34514 -4.03200 0.223 -0.061 -0.051 -0.111
F 6.69020 -3.44482 -4.24944 -0.847 0.040 0.137 0.117
C 4.46076 -3.90187 -4.94131 0.096 -0.110 -0.124 -0.107
F 4.91427 -4.54623 -6.03229 -0.294 0.399 0.715 0.124
C 3.08782 -3.78986 -4.71560 -0.188 -0.124 -0.226 -0.111
F 2.21450 -4.33629 -5.58587 0.571 0.360 0.548 0.118
C 2.63455 -3.09921 -3.59517 -0.194 0.085 -0.107 -0.127
F 1.29184 -2.94846 -3.41858 0.919 -0.142 -0.072 0.096
N 1.98818 0.54157 -0.97766 -0.967 -0.661 0.790 0.038
C 0.91215 0.23353 -0.22464 0.395 0.216 -0.249 0.028
C 0.47879 0.93252 0.89965 0.341 0.662 0.267 -0.058
C -0.68368 0.64015 1.60856 2.146 0.140 -0.386 0.073
C -1.06033 1.39842 2.77241 -0.169 1.128 1.272 -0.168
C -2.10270 0.98338 3.64227 -0.038 -0.357 -0.568 0.006
C -2.51981 1.74133 4.72902 0.380 0.409 0.140 -0.051
C -1.85317 2.93207 5.05369 -0.035 -0.463 -0.384 -0.059
C -0.77663 3.34896 4.25963 0.084 -0.121 -0.219 -0.080
C -0.39624 2.61593 3.13705 -0.295 -0.410 -0.090 -0.017
C 2.89080 1.69967 -0.78720 0.496 0.320 0.177 -0.456
C 3.72600 1.57442 0.49574 0.047 -0.201 -0.008 0.014
C 2.16194 3.04955 -0.83404 -0.141 -0.135 -0.272 0.012
H 5.37416 2.10511 -3.13728 -0.212 0.006 0.204 0.100
H 4.36042 3.47124 -2.60236 0.121 -0.190 0.007 0.097
H 5.45892 2.67803 -1.44695 -0.078 -0.053 -0.184 0.094
H 1.62577 -0.56410 -2.74754 0.227 0.168 0.231 0.173
H 3.81913 -1.50453 -0.83606 -0.284 -0.119 -0.062 0.132
H 2.19208 -2.23069 -1.01855 0.231 0.039 -0.017 0.137
H 0.35199 -0.65033 -0.55037 0.134 0.277 0.021 0.164
H 1.12870 1.73334 1.24576 -0.325 -0.218 -0.141 0.057
H -1.23362 -0.22287 1.27053 -0.774 -0.121 0.306 0.058
H -2.59555 0.04037 3.41938 0.027 0.174 -0.137 0.112
H -3.36460 1.40106 5.32925 0.291 0.062 -0.171 0.114
H -2.16524 3.52294 5.91562 0.095 -0.147 -0.250 0.108
H -0.23100 4.26004 4.51299 -0.201 -0.257 -0.100 0.104
H 0.42483 2.99100 2.52128 -0.311 -0.022 0.262 0.097
H 4.33167 0.65733 0.45842 -0.150 0.274 0.049 0.098
H 4.39326 2.44276 0.58099 -0.178 -0.273 0.029 0.091
H 3.08474 1.53550 1.38078 0.220 0.045 -0.123 0.080
H 1.65729 3.15729 -1.80371 0.102 0.040 0.261 0.109
H 1.41662 3.12846 -0.03992 0.177 0.102 -0.212 0.071
H 2.89152 3.86113 -0.71104 -0.211 -0.238 -0.052 0.094
```
Forces are in eV/Å.



Energy above the lowest of the compared OMol25 structures with the same formula, charge and spin values (in eV) by entry order: 4.603; 1.906; 1.315; 0.866; 3.867; 3.634; 2.144.